DFT (ωB97M-V/def2-TZVPD) results for a structure of composition C21H38AsGaN2O7Si3 at a distorted geometry.

Results
Total energy (Eh): -6488.48197
ΔE to the lowest compared entry with this formula, charge and spin (kcal per mole): 4.9
Total charge: 0
Gap between HOMO and LUMO (eV): 8.667
E_LUMO (eV): 0.36

CARTESIAN COORDINATES (ANGSTROEM)
Ga -1.43 -0.02 0.95
N -2.82 1.74 0.87
C -4.04 1.06 0.39
C -4.29 -0.11 1.34
O -5.39 -0.29 1.86
N -3.15 -0.78 1.57
C -3.07 -1.59 2.77
C -1.86 -1.14 3.58
O -1.66 -1.55 4.70
O -1.07 -0.30 2.94
H -2.55 2.50 0.25
H -3.00 2.12 1.79
H -4.92 1.71 0.39
H -3.86 0.69 -0.62
H -3.97 -1.46 3.37
H -2.96 -2.65 2.55
C 1.71 -1.20 -1.95
Si 2.19 0.35 -0.97
C 1.67 1.97 -1.78
C 4.06 0.37 -0.74
As 1.05 0.12 1.13
Si 1.37 1.98 2.57
C 0.11 3.26 2.00
C 3.13 2.60 2.21
C 1.17 1.64 4.41
Si 1.68 -1.94 2.16
C 0.45 -3.23 1.54
C 3.42 -2.35 1.52
C 1.82 -1.82 4.03
H 1.65 -1.00 -3.02
H 0.74 -1.58 -1.63
H 2.45 -1.99 -1.80
H 1.92 1.99 -2.84
H 2.17 2.82 -1.30
H 0.59 2.10 -1.68
H 4.54 0.55 -1.71
H 4.44 -0.58 -0.37
H 4.39 1.15 -0.06
H 0.03 3.29 0.91
H 0.35 4.26 2.36
H -0.87 2.99 2.40
H 3.22 2.93 1.17
H 3.86 1.81 2.38
H 3.38 3.45 2.85
H 0.43 0.86 4.58
H 0.83 2.54 4.92
H 2.11 1.32 4.87
H 0.76 -3.67 0.59
H -0.53 -2.77 1.39
H 0.32 -4.03 2.27
H 3.42 -2.59 0.45
H 3.82 -3.22 2.05
H 4.10 -1.52 1.68
H 0.85 -1.66 4.50
H 2.49 -1.01 4.32
H 2.23 -2.76 4.42
O -1.27 0.96 -1.12
C -1.45 -0.19 -1.58
O -1.54 -1.18 -0.79
C -1.55 -0.42 -3.04
C -1.87 -1.68 -3.53
C -1.99 -1.91 -4.90
C -1.79 -0.84 -5.74
O -1.86 -0.80 -7.10
C -1.56 0.54 -7.48
O -1.32 1.29 -6.30
C -1.47 0.42 -5.25
C -1.35 0.67 -3.91
H -2.01 -2.48 -2.83
H -2.25 -2.89 -5.29
H -2.41 0.97 -8.02
H -0.67 0.55 -8.11
H -1.11 1.65 -3.53